Density functional theory data (ωB97M-V/def2-TZVPD) for a cluster of 11 separate species, C61H151Cl3N10 in total at a distorted geometry.

## Properties
SMILES: CCN(CC)CC.CCN(CC)CC.CCN(CC)CC.CCN(CC)CC.CCN(CC)CC.CCN(CC)CC.CCN(CC)CC.CCN(CC)CC.CCN(CC)CC.CCN(CC)CC.ClC(Cl)Cl
F_max: 2.5 eV/Å
DFT total energy: -118169.327 eV
HOMO-LUMO gap: 8.440 eV

ORCA input file:
```
! RIJCOSX wB97M-V def2-TZVPD def2/J DEFGRID3
* xyz 0 1
C 1.115 -5.471 -3.674
C -0.347 -5.648 -4.093
N -0.928 -4.269 -4.281
C -2.180 -4.413 -5.095
C -2.893 -3.053 -5.338
C -1.064 -3.567 -3.001
C -2.015 -4.228 -1.950
H 1.698 -6.392 -3.691
H 1.178 -5.167 -2.630
H 1.614 -4.700 -4.261
H -0.404 -6.264 -4.991
H -0.952 -6.168 -3.351
H -1.914 -4.961 -5.998
H -2.786 -5.124 -4.534
H -3.322 -2.669 -4.412
H -2.250 -2.334 -5.845
H -3.696 -3.285 -6.037
H -1.401 -2.559 -3.243
H -0.103 -3.399 -2.515
H -1.569 -5.114 -1.500
H -3.014 -4.288 -2.382
H -2.159 -3.614 -1.060
C -3.558 7.758 -0.447
C -4.833 6.882 -0.655
N -4.769 6.129 -1.925
C -3.651 5.136 -1.985
C -3.788 3.915 -1.039
C -6.092 5.655 -2.356
C -6.077 5.295 -3.855
H -3.373 8.308 -1.370
H -2.724 7.110 -0.179
H -3.633 8.543 0.305
H -5.013 6.297 0.247
H -5.695 7.547 -0.588
H -3.450 4.796 -3.001
H -2.693 5.610 -1.773
H -2.884 3.308 -1.089
H -3.825 4.261 -0.006
H -4.621 3.260 -1.293
H -6.802 6.438 -2.088
H -6.559 4.844 -1.797
H -5.517 6.009 -4.459
H -7.082 5.369 -4.268
H -5.706 4.277 -3.975
C -1.892 4.237 2.015
C -3.125 4.739 2.722
N -3.691 3.766 3.684
C -4.559 2.813 2.922
C -4.748 1.576 3.739
C -4.497 4.538 4.663
C -3.702 5.272 5.752
H -2.068 3.296 1.492
H -1.090 4.042 2.727
H -1.600 4.967 1.260
H -2.768 5.616 3.262
H -3.807 5.248 2.042
H -5.497 3.259 2.593
H -4.062 2.371 2.058
H -3.763 1.201 4.018
H -5.320 1.823 4.634
H -5.273 0.790 3.197
H -5.106 3.820 5.213
H -5.175 5.206 4.133
H -2.946 5.854 5.225
H -3.239 4.644 6.513
H -4.436 5.929 6.218
C 1.776 4.596 1.663
C 3.105 3.985 1.074
N 3.673 2.763 1.738
C 2.670 1.662 1.747
C 3.079 0.521 2.658
C 4.929 2.337 1.070
C 6.023 3.307 1.468
H 0.983 3.854 1.571
H 1.408 5.430 1.066
H 1.912 4.866 2.710
H 2.855 3.804 0.029
H 3.818 4.809 1.112
H 2.522 1.384 0.704
H 1.730 2.089 2.096
H 2.234 -0.106 2.942
H 3.446 0.934 3.598
H 3.857 -0.124 2.250
H 5.166 1.304 1.324
H 4.840 2.289 -0.015
H 5.831 4.339 1.176
H 6.213 3.230 2.539
H 6.884 3.044 0.854
C -1.773 0.109 -4.566
C -2.022 1.653 -4.577
N -3.172 1.972 -5.431
C -4.433 1.652 -4.725
C -5.671 1.650 -5.646
C -3.074 3.385 -5.911
C -2.292 3.555 -7.258
H -2.616 -0.419 -4.119
H -0.872 -0.194 -4.033
H -1.801 -0.317 -5.568
H -2.177 2.107 -3.598
H -1.148 2.174 -4.966
H -4.401 0.712 -4.175
H -4.613 2.371 -3.926
H -6.589 1.533 -5.071
H -5.838 2.621 -6.112
H -5.654 0.853 -6.390
H -2.610 4.024 -5.160
H -4.041 3.846 -6.113
H -1.341 3.023 -7.294
H -2.130 4.610 -7.480
H -2.862 3.119 -8.078
C 8.773 -3.603 -0.453
C 7.307 -4.128 -0.460
N 6.784 -4.113 0.923
C 7.565 -4.892 1.897
C 7.873 -6.367 1.472
C 5.328 -4.388 0.924
C 4.689 -3.891 2.227
H 9.403 -4.409 -0.077
H 8.839 -2.674 0.113
H 9.107 -3.453 -1.480
H 6.631 -3.452 -0.984
H 7.199 -5.137 -0.857
H 8.474 -4.341 2.136
H 7.036 -4.792 2.845
H 6.990 -6.873 1.081
H 8.654 -6.543 0.733
H 8.200 -6.975 2.316
H 5.057 -5.438 0.805
H 4.907 -3.906 0.042
H 4.908 -4.475 3.121
H 3.604 -3.843 2.131
H 4.996 -2.883 2.508
C 3.305 2.069 -2.750
C 3.710 0.831 -3.567
N 4.963 0.238 -3.188
C 4.706 -0.421 -1.871
C 6.011 -0.665 -1.044
C 5.589 -0.694 -4.170
C 6.013 0.116 -5.379
H 2.744 1.763 -1.867
H 2.648 2.665 -3.384
H 4.099 2.722 -2.389
H 2.893 0.116 -3.663
H 3.705 1.184 -4.599
H 4.007 0.073 -1.197
H 4.253 -1.394 -2.063
H 6.711 -1.390 -1.460
H 6.561 0.271 -0.943
H 5.708 -1.156 -0.120
H 4.988 -1.567 -4.420
H 6.503 -1.088 -3.725
H 6.664 0.961 -5.154
H 5.117 0.559 -5.812
H 6.425 -0.453 -6.212
C 1.055 -7.709 0.961
C -0.118 -7.253 0.058
N -1.233 -6.665 0.788
C -0.886 -5.263 1.295
C -2.065 -4.609 2.038
C -1.699 -7.605 1.849
C -2.245 -9.001 1.437
H 0.682 -8.586 1.488
H 1.291 -6.901 1.654
H 1.901 -8.099 0.395
H 0.307 -6.431 -0.517
H -0.507 -7.975 -0.660
H -0.564 -4.664 0.443
H -0.170 -5.344 2.113
H -1.810 -3.605 2.376
H -2.331 -5.166 2.936
H -2.966 -4.517 1.431
H -0.970 -7.848 2.622
H -2.504 -7.100 2.382
H -2.902 -8.936 0.570
H -1.436 -9.666 1.136
H -2.829 -9.432 2.250
C -0.781 1.178 9.394
C -1.526 0.021 8.766
N -1.651 0.114 7.267
C -0.339 0.195 6.647
C -0.468 -0.153 5.170
C -2.542 1.271 6.864
C -3.972 0.884 7.110
H -0.909 1.194 10.477
H -1.208 2.145 9.128
H 0.289 1.222 9.188
H -1.040 -0.884 9.129
H -2.539 -0.005 9.167
H 0.147 1.129 6.926
H 0.196 -0.587 7.185
H -0.830 -1.179 5.099
H -1.153 0.426 4.551
H 0.490 -0.054 4.659
H -2.505 1.463 5.792
H -2.402 2.172 7.461
H -4.564 1.769 6.878
H -4.175 0.728 8.169
H -4.335 -0.013 6.607
C 0.143 1.479 -1.159
C 0.313 -0.028 -1.045
N 0.245 -0.563 0.302
C -0.752 -0.056 1.239
C -2.185 -0.287 0.789
C 0.313 -2.006 0.290
C 1.697 -2.521 -0.122
H 0.785 2.026 -0.469
H -0.884 1.820 -1.034
H 0.469 1.756 -2.162
H -0.509 -0.433 -1.637
H 1.286 -0.290 -1.461
H -0.477 -0.447 2.219
H -0.522 1.008 1.296
H -2.452 -1.342 0.729
H -2.880 0.177 1.488
H -2.426 0.205 -0.153
H -0.444 -2.426 -0.372
H 0.058 -2.428 1.263
H 2.027 -2.308 -1.138
H 1.687 -3.609 -0.060
H 2.473 -2.197 0.571
Cl 0.075 4.219 -3.740
C 0.916 5.732 -3.270
Cl 2.553 5.418 -2.574
Cl -0.121 6.488 -2.082
H 1.057 6.361 -4.149
*
```

=====

Density functional theory data (ωB97M-V/def2-TZVPD) for a cluster of 3 separate species, C33H67Br2N4O11 in total at a distorted geometry.

## Properties
F_max: 1.4 eV/Å
DFT total energy: -203870.847 eV
HOMO-LUMO gap: 7.193 eV

ORCA input file:
```
! RIJCOSX wB97M-V def2-TZVPD def2/J DEFGRID3
* xyz -1 1
C 7.412 -1.206 3.531
O 7.364 -2.286 2.618
C 8.588 -2.586 1.964
C 8.506 -2.432 0.442
C 7.783 -1.160 -0.033
C 6.243 -1.196 -0.007
C 5.630 -2.547 -0.409
C 4.235 -2.414 -1.049
C 3.224 -1.596 -0.218
C 1.997 -2.430 0.273
C 0.692 -1.903 -0.342
C -0.497 -2.897 -0.332
C -0.161 -3.996 -1.465
O -1.101 -4.768 -1.751
O 0.953 -3.967 -1.990
C -0.577 -3.713 0.986
Br -0.406 -2.598 2.607
C -1.813 -4.676 0.989
C -1.378 -6.130 0.803
Br -2.923 -4.687 2.636
N -1.788 -2.340 -0.742
C -2.573 -1.613 0.227
C -2.123 -0.179 0.600
C -3.338 0.733 0.802
C -3.001 2.220 0.877
O -1.655 2.473 1.337
C -1.111 3.580 0.823
O 0.004 3.946 1.079
C -1.833 -1.882 -2.106
O -2.619 -0.669 -2.257
N -1.839 0.333 -2.849
O -2.058 1.383 -2.374
H 6.422 -0.742 3.538
H 8.129 -0.437 3.226
H 7.642 -1.576 4.538
H 9.409 -1.984 2.375
H 8.833 -3.633 2.191
H 8.125 -3.341 -0.030
H 9.550 -2.349 0.107
H 8.162 -0.896 -1.026
H 8.111 -0.350 0.634
H 5.848 -0.417 -0.669
H 5.929 -0.978 1.016
H 5.601 -3.218 0.456
H 6.280 -2.991 -1.175
H 4.406 -1.865 -1.986
H 3.838 -3.385 -1.349
H 2.870 -0.741 -0.805
H 3.701 -1.150 0.661
H 2.182 -3.461 -0.028
H 2.007 -2.354 1.359
H 0.933 -1.657 -1.379
H 0.446 -0.959 0.159
H 0.298 -4.361 1.012
H -2.501 -4.408 0.192
H -1.021 -6.564 1.743
H -0.569 -6.202 0.075
H -2.216 -6.721 0.429
H -2.709 -2.182 1.151
H -3.593 -1.508 -0.167
H -1.483 0.218 -0.193
H -1.506 -0.156 1.503
H -3.982 0.607 -0.076
H -3.884 0.359 1.673
H -3.171 2.657 -0.110
H -3.705 2.704 1.565
H -1.730 4.163 0.124
H -0.843 -1.700 -2.541
H -2.294 -2.649 -2.741
C -9.457 2.013 -1.409
O -10.188 1.574 -0.280
C -10.377 0.164 -0.228
C -9.646 -0.430 0.956
N -8.205 -0.367 0.760
C -7.418 -0.724 1.938
C -7.502 0.205 3.144
O -6.949 1.491 2.922
C -7.843 2.444 2.378
H -9.447 3.102 -1.388
H -8.423 1.653 -1.387
H -9.932 1.685 -2.338
H -10.060 -0.314 -1.160
H -11.449 -0.015 -0.106
H -9.945 -1.476 1.074
H -9.966 0.120 1.853
H -7.958 0.574 0.482
H -6.374 -0.764 1.619
H -7.690 -1.737 2.249
H -6.901 -0.241 3.940
H -8.522 0.288 3.539
H -8.872 2.267 2.702
H -7.802 2.457 1.285
H -7.530 3.428 2.730
C 4.662 3.029 0.731
O 3.829 2.559 -0.305
C 2.577 3.239 -0.394
C 2.480 4.006 -1.694
N 3.386 5.152 -1.704
C 3.490 5.822 -2.994
C 4.123 5.059 -4.153
O 5.501 4.788 -3.979
C 5.798 3.581 -3.299
H 5.543 2.388 0.758
H 4.987 4.062 0.555
H 4.158 2.973 1.701
H 2.412 3.898 0.459
H 1.796 2.477 -0.380
H 1.454 4.364 -1.815
H 2.701 3.307 -2.513
H 4.306 4.837 -1.423
H 4.084 6.727 -2.837
H 2.490 6.149 -3.297
H 4.056 5.700 -5.037
H 3.576 4.141 -4.396
H 5.043 2.814 -3.486
H 5.895 3.738 -2.221
H 6.758 3.223 -3.670
*
```

=====

Density functional theory data (ωB97M-V/def2-TZVPD) for a structure of composition C3H3O2Y at a distorted geometry.

## Properties
F_max: 5.8 eV/Å
DFT total energy: -8273.414 eV
HOMO-LUMO gap (spin up / spin down): 8.280 / 5.661 eV

ORCA input file:
```
! RIJCOSX wB97M-V def2-TZVPD def2/J DEFGRID3
* xyz 2 1
O 0.441 0.600 0.122
C 1.919 0.070 -0.918
O 2.378 -1.024 -0.859
Y 3.004 0.966 1.173
C -0.650 -0.180 0.333
C -1.893 0.179 -0.001
H -0.396 -1.240 0.457
H -2.632 -0.600 -0.185
H -2.171 1.228 -0.121
*
```

=====

Density functional theory data (ωB97M-V/def2-TZVPD) for a cluster of 2 separate species, C13H8N7O7 in total at a distorted geometry.

## Properties
F_max: 4.6 eV/Å
DFT total energy: -38364.538 eV
HOMO-LUMO gap: 4.585 eV

ORCA input file:
```
! RIJCOSX wB97M-V def2-TZVPD def2/J DEFGRID3
* xyz -1 1
C -0.034 1.411 1.863
C 0.341 1.574 0.499
O -0.499 2.068 -0.297
C 1.671 1.166 0.002
C 2.108 -0.140 0.145
C 3.380 -0.504 -0.274
C 4.203 0.435 -0.876
C 3.745 1.728 -1.080
C 2.478 2.090 -0.650
N 0.762 0.970 2.893
O 0.224 0.739 4.024
O 2.003 0.796 2.735
H -1.055 1.678 2.110
H 1.462 -0.867 0.613
H 3.734 -1.508 -0.110
H 5.197 0.157 -1.187
H 4.381 2.451 -1.566
H 2.117 3.098 -0.798
O -5.258 5.370 6.533
N -4.679 5.987 5.628
O -4.528 7.240 5.663
C -4.147 5.286 4.483
C -3.518 5.980 3.482
C -2.997 5.341 2.361
N -2.366 6.123 1.322
O -2.763 7.299 1.154
O -1.457 5.614 0.639
C -3.075 3.960 2.198
N -3.686 3.298 3.148
N -3.933 1.904 3.225
N -4.593 1.840 4.391
N -4.822 2.949 5.094
C -4.251 3.909 4.327
H -3.435 7.048 3.572
H -2.657 3.488 1.330
*
```

=====

Density functional theory data (ωB97M-V/def2-TZVPD) for a structure of composition C28H18Cl2F5IrN7O2Se.

## Properties
F_max: 0.4 eV/Å
DFT total energy: -150654.334 eV
HOMO-LUMO gap (spin up / spin down): 6.194 / 4.691 eV

ORCA input file:
```
! RIJCOSX wB97M-V def2-TZVPD def2/J DEFGRID3
* xyz 2 2
Ir 0.334 -0.596 -0.932
N -0.483 -3.671 -1.751
C -1.130 -2.769 -2.477
N -1.970 -3.191 -3.406
C -2.584 -2.271 -4.145
N -3.442 -2.664 -5.072
N -2.382 -0.925 -4.025
C -1.548 -0.583 -3.100
N -0.905 -1.435 -2.259
C -1.181 0.833 -2.917
C -1.752 1.863 -3.631
C -1.283 3.151 -3.420
C -0.260 3.356 -2.508
C 0.257 2.274 -1.817
N -0.203 1.037 -2.017
H -0.656 -4.638 -1.972
H 0.156 -3.423 -1.013
H -3.606 -3.646 -5.220
H -3.893 -1.983 -5.658
H -2.531 1.639 -4.346
H -1.703 3.983 -3.968
H 0.139 4.343 -2.323
H 1.054 2.381 -1.093
F 3.748 0.799 -6.997
C 3.126 0.916 -5.826
C 3.457 1.858 -4.883
F 3.986 3.028 -5.099
C 3.163 1.454 -3.491
F 3.466 2.294 -2.520
C 2.643 0.236 -3.397
Se 2.433 -0.864 -1.880
C 2.449 -0.202 -4.838
F 2.769 -1.472 -5.114
C 1.618 0.559 -5.711
F 0.694 1.378 -5.156
Cl -3.481 0.057 4.791
C -2.379 1.383 4.855
C -2.798 2.617 5.314
C -1.890 3.664 5.357
C -0.585 3.496 4.920
C -0.172 2.261 4.453
Cl 1.422 2.097 3.803
C -1.058 1.181 4.449
N -0.691 -0.101 3.973
C 0.294 -0.873 4.432
C 1.023 -0.504 5.601
C 2.065 -1.275 6.028
C 2.409 -2.433 5.319
C 1.669 -2.836 4.199
C 0.603 -2.101 3.748
C -0.246 -2.609 2.607
C -0.139 -1.774 1.351
O 0.673 -2.146 0.428
O -0.821 -0.734 1.199
H -3.820 2.747 5.640
H -2.208 4.630 5.725
H 0.114 4.321 4.923
H -1.237 -0.435 3.179
H 0.725 0.382 6.144
H 2.617 -1.001 6.916
H 3.238 -3.043 5.653
H 1.932 -3.758 3.698
H -1.300 -2.634 2.899
H 0.056 -3.628 2.376
*
```

=====

Density functional theory data (ωB97M-V/def2-TZVPD) for the molecule C6H10 at a distorted geometry.

## Properties
SMILES: CC1=CCCC1
F_max: 5.0 eV/Å
DFT total energy: -6383.305 eV
HOMO-LUMO gap: 10.036 eV

ORCA input file:
```
! RIJCOSX wB97M-V def2-TZVPD def2/J DEFGRID3
* xyz 0 1
C 2.197 0.129 0.125
C 0.710 0.185 0.023
C -0.068 1.246 -0.164
C -1.515 0.846 -0.242
C -1.456 -0.591 0.245
C -0.147 -1.198 -0.014
H 2.617 -0.499 -0.668
H 2.656 1.117 0.046
H 2.521 -0.311 1.074
H 0.281 2.268 -0.278
H -2.178 1.461 0.375
H -1.882 0.910 -1.273
H -1.703 -0.653 1.306
H -2.215 -1.342 -0.313
H -0.024 -1.670 -0.987
H 0.204 -1.897 0.743
*
```

=====

Question: Which formula does entry 2 have?
Answer: C33H67Br2N4O11

=====

Question: Among the records above, which one has the highest DFT total energy?
Answer: C6H10